# 1
# C3H3ClF2O

2 unconnected molecules or ions with the total composition C3H3ClF2O in a non-equilibrium geometry (wB97M-V/def2-TZVPD, OMol25).

Geometry (Å):
C (-0.53531, -0.57357, 0.34235)
C (0.34359, 0.63547, 0.62523)
C (0.65964, -0.17965, -0.53259)
H (-1.65711, 0.06241, -1.56359)
H (-0.44458, -1.47863, 1.00356)
H (-0.30800, 1.58623, 0.52708)
O (-1.84747, -0.16643, -0.02981)
F (0.55950, 0.28426, -1.83440)
F (1.68312, -0.92280, -0.34519)
Cl (1.54660, 0.75272, 1.80735)

Atomic forces in eV per Å
C -0.73 0.07 -0.15
C -2.02 2.82 -0.24
C -2.70 1.03 -0.48
H -0.80 -0.78 5.21
H -0.17 0.81 -0.97
H 1.37 -1.66 -0.10
O 1.96 -0.03 -5.18
F -0.25 -0.63 1.14
F 2.47 -1.80 -0.64
Cl 0.86 0.16 1.42

Frontier orbital gap: 9.055 eV
E_HOMO: -10.128 eV
E: -851.09887 a.u.
E_LUMO: -1.0735 eV
Multiplicity: 1



# 2
# C3H3ClIN3

A single C3H3ClIN3 molecule in a non-equilibrium geometry (wB97M-V/def2-TZVPD, OMol25).

Geometry (Å):
C (1.95070, 1.12467, -0.09994)
C (1.60881, -0.12079, 0.05430)
C (-1.95100, -0.54029, 0.04230)
N (-0.58537, 1.35718, 0.09049)
N (0.38967, -0.73562, -0.05955)
N (-0.61979, 0.11733, 0.00119)
Cl (2.87473, 2.43974, 0.03846)
I (3.14514, -1.68239, 0.03742)
H (-1.81709, -1.46421, -0.61681)
H (-2.41992, -0.57222, 0.98377)
H (-2.57587, 0.07660, -0.47163)

Atomic forces in eV per Å
C -2.63 0.63 0.40
C -0.15 -1.73 -0.85
C 1.87 -2.19 -2.22
N 2.48 -0.95 -0.42
N 0.93 -0.92 0.52
N -0.34 2.05 0.95
Cl 0.28 0.13 0.10
I -0.65 1.04 0.06
H -0.48 0.84 1.69
H 0.33 -0.81 1.52
H -1.63 1.90 -1.77

Frontier orbital gap (spin up / spin down): 6.726 / 6.729 eV
E_HOMO (spin up / spin down): -8.534 / -8.536 eV
E: -1038.02597 a.u.
E_LUMO (spin up / spin down): -1.8083 / -1.8072 eV
Multiplicity: 1



# 3
# C3H3ClN2OS

A single C3H3ClN2OS molecule in a non-equilibrium geometry (wB97M-V/def2-TZVPD, OMol25).

Geometry (Å):
O (-1.68828, -0.61785, -1.37095)
C (-0.59889, -0.19412, -0.76166)
N (0.11439, 0.64932, -1.37317)
C (1.21114, 0.96619, -0.54479)
C (1.09013, 0.23997, 0.56956)
N (-0.05219, -0.54039, 0.45993)
S (-0.14553, -1.56330, 1.85064)
Cl (-1.77036, -0.76840, 2.87399)
H (-1.97018, -0.19752, -2.18950)
H (2.00142, 1.71529, -0.85787)
H (1.80837, 0.31082, 1.34381)

Atomic forces in eV per Å
O -1.91 -2.50 1.77
C -0.29 0.17 -1.40
N 2.29 2.18 -0.44
C -0.14 0.71 -1.53
C 1.22 1.59 -1.06
N 0.43 -0.80 2.14
S -1.87 0.25 -1.00
Cl 0.68 -0.27 -0.33
H 0.97 0.57 0.24
H -1.25 -1.22 0.53
H -0.12 -0.68 1.08

Frontier orbital gap: 8.435 eV
Structure (SMILES): Oc1nccn1SCl
E_HOMO: -8.871 eV
E: -1159.19904 a.u.
E_LUMO: -0.4358 eV
Multiplicity: 1



# 4
# C3H3ClO

A single C3H3ClO molecule in a non-equilibrium geometry (wB97M-V/def2-TZVPD, OMol25).

Geometry (Å):
C (-0.87032, 0.81302, -0.03910)
C (-0.25684, -0.31623, -0.25043)
Cl (-1.42400, -1.67516, -0.03767)
C (1.06262, -0.63712, -0.14454)
O (1.95759, -1.47825, 0.04230)
H (-0.32008, 1.80231, 0.17720)
H (-1.84840, 1.07144, 0.31243)
H (1.69943, 0.41999, -0.06019)

Atomic forces in eV per Å
C 1.84 4.88 1.61
C -5.31 -3.10 0.67
Cl 0.41 -0.37 -0.51
C 9.96 3.17 1.18
O -3.97 -0.48 -0.73
H 0.04 -1.74 -1.02
H -0.92 -1.19 -0.63
H -2.04 -1.18 -0.58

Frontier orbital gap: 8.925 eV
Structure (SMILES): C=C(Cl)C=O
E_HOMO: -9.923 eV
E: -651.43619 a.u.
E_LUMO: -0.9980 eV
Multiplicity: 1



# 5
# C3H3ClO

A single C3H3ClO molecule in a non-equilibrium geometry (wB97M-V/def2-TZVPD, OMol25).

Geometry (Å):
O (0.50241, -2.63788, 0.04763)
C (0.41688, -1.44408, -0.04527)
C (-0.28673, -0.23459, 0.40971)
C (1.07190, -0.21852, -0.36569)
Cl (2.66487, 0.35186, 0.06289)
H (-1.23938, 0.12231, 0.03415)
H (-0.25334, -0.05268, 1.45474)
H (0.70371, 0.23186, -1.37859)

Atomic forces in eV per Å
O -0.07 0.86 -0.17
C -0.13 -1.84 0.63
C 0.00 -0.18 0.71
C -1.31 2.45 -3.32
Cl -0.40 -0.12 0.33
H 0.43 0.29 -0.71
H 0.18 -0.27 1.07
H 1.31 -1.19 1.46

Frontier orbital gap: 10.022 eV
Structure (SMILES): O=C1C[C@H]1Cl
E_HOMO: -9.830 eV
E: -651.46096 a.u.
E_LUMO: 0.1919 eV
Multiplicity: 1



# 6
# C3H3ClO2

A single C3H3ClO2 molecule in a non-equilibrium geometry (wB97M-V/def2-TZVPD, OMol25).

Geometry (Å):
O (2.19467, 1.82997, 0.03267)
C (1.07562, 1.34873, 0.03820)
C (0.76876, -0.05847, 0.05965)
Cl (1.78400, -1.37724, -0.02925)
C (-0.96206, -0.45752, 0.06895)
O (-1.21090, -1.69358, -0.10591)
H (0.28607, 2.10486, -0.00703)
H (-1.80869, 0.13808, 0.35286)
H (-2.12748, -1.83484, -0.41015)

Atomic forces in eV per Å
O 0.42 -0.52 -0.02
C 0.93 0.42 0.04
C -8.03 -0.42 0.20
Cl 0.48 -0.21 -0.11
C 7.53 2.83 0.34
O -0.80 -2.47 -0.86
H -0.99 -0.58 0.12
H 0.11 1.07 -0.16
H 0.36 -0.11 0.45

Frontier orbital gap (spin up / spin down): 8.199 / 7.385 eV
Structure (SMILES): O=C/C(Cl)=C/O
E_HOMO (spin up / spin down): -8.332 / -8.102 eV
E: -726.64611 a.u.
E_LUMO (spin up / spin down): -0.1337 / -0.7166 eV
Multiplicity: 1



# 7
# C3H3ClO2S

2 unconnected molecules or ions with the total composition C3H3ClO2S in a non-equilibrium geometry (wB97M-V/def2-TZVPD, OMol25).

Geometry (Å):
C (0.14069, 0.59680, -0.05224)
C (2.80086, -0.14378, 1.16099)
C (-2.17524, -0.16184, -0.35363)
O (0.65525, 0.75345, -1.11428)
O (-0.92250, 0.19444, 0.43082)
S (3.42326, 1.33096, 1.25107)
Cl (3.37747, -1.48152, 0.37947)
H (-2.67734, 0.66609, -0.71620)
H (-2.66170, -0.93020, 0.17760)
H (-1.96074, -0.82439, -1.16361)

Atomic forces in eV per Å
C 3.36 0.90 -1.16
C 0.69 2.35 0.18
C 2.40 -1.87 -0.19
O -0.75 -0.10 -0.03
O -3.99 -1.16 0.86
S -0.73 -1.38 0.15
Cl 0.04 -0.88 -0.32
H -1.05 1.68 -0.05
H -1.14 0.22 1.83
H 1.17 0.23 -1.28

Frontier orbital gap (spin up / spin down): 7.871 / 6.999 eV
E_HOMO (spin up / spin down): -8.289 / -7.985 eV
E: -1124.79146 a.u.
E_LUMO (spin up / spin down): -0.4182 / -0.9861 eV
Multiplicity: 1



# 8
# C3H3ClOS

A single C3H3ClOS molecule in a non-equilibrium geometry (wB97M-V/def2-TZVPD, OMol25).

Geometry (Å):
O (1.99881, 0.35198, -0.87355)
C (0.98469, 0.66085, -0.07458)
S (0.96997, 2.15832, 0.73737)
C (-0.01330, -0.38890, 0.16165)
C (-1.28291, -0.23388, 0.60709)
Cl (-2.49614, -1.39561, 0.17775)
H (1.71638, -0.33855, -1.44340)
H (-0.11657, -1.34247, -0.48803)
H (-1.76092, 0.52827, 1.19571)

Atomic forces in eV per Å
O 0.08 1.08 0.39
C 0.00 2.07 2.68
S -0.06 -2.23 -1.22
C -2.61 -1.34 -2.06
C 0.50 -0.03 0.00
Cl 0.21 -0.11 0.23
H -0.12 -1.41 -0.93
H 1.48 1.43 0.84
H 0.53 0.53 0.07

Frontier orbital gap: 7.993 eV
Structure (SMILES): OC(=S)/C=C/Cl
E_HOMO: -8.899 eV
E: -1049.67390 a.u.
E_LUMO: -0.9063 eV
Multiplicity: 1